No. 1
92
Properties=species:S:1:pos:R:3 method="wB97M-V/def2-TZVPD" orbital_gap_ha=0.19294 e_tot_ev=-134418.086 lumo_energy_ev=-3.45 total_charge=+1
W 0.472 -0.294 -0.272
C -1.031 2.358 -1.039
N -0.539 1.155 -1.753
C -1.748 0.460 -2.278
C 0.194 1.589 -3.000
C 1.342 2.592 -2.928
N 2.658 2.049 -2.643
C 3.582 3.122 -2.301
C 3.186 1.262 -3.740
H -1.598 2.987 -1.732
H -0.209 2.924 -0.614
H -1.684 2.048 -0.224
H -2.284 1.121 -2.965
H -2.411 0.191 -1.463
H -1.445 -0.439 -2.806
H -0.571 2.057 -3.628
H 0.504 0.678 -3.503
H 1.120 3.363 -2.185
H 1.347 3.115 -3.901
H 3.742 3.817 -3.141
H 4.544 2.697 -2.015
H 3.192 3.695 -1.457
H 3.280 1.849 -4.669
H 2.555 0.399 -3.942
H 4.174 0.889 -3.469
C 0.594 -0.308 4.145
O 1.373 -1.468 3.789
C 1.408 -1.792 2.513
O 0.746 -1.197 1.658
N 2.185 -2.865 2.309
N 2.331 -3.419 1.046
H 0.697 -0.223 5.222
H -0.450 -0.474 3.878
H 0.996 0.578 3.652
H 2.724 -3.193 3.098
H 2.108 -4.406 1.083
H 3.284 -3.296 0.723
C 0.640 -3.720 -2.141
C 1.264 -2.383 -2.547
C 0.724 -1.978 -3.918
C 2.788 -2.510 -2.610
N 0.914 -1.404 -1.532
H 0.946 -4.506 -2.833
H -0.448 -3.651 -2.158
H 0.956 -3.987 -1.133
H 0.994 -2.741 -4.650
H 1.146 -1.035 -4.256
H -0.364 -1.901 -3.905
H 3.080 -3.268 -3.339
H 3.175 -2.796 -1.634
H 3.242 -1.560 -2.888
Cl 3.052 2.979 1.824
C 2.537 2.631 3.487
C -0.655 2.899 3.465
O -0.472 3.415 4.482
O -0.882 2.353 2.462
H 2.630 3.576 4.020
H 3.264 1.898 3.840
C -7.413 -2.860 1.900
C -6.035 -2.288 1.755
C -5.176 -2.729 0.758
C -3.903 -2.206 0.592
C -3.052 -2.796 -0.501
C -3.481 -1.177 1.468
C -2.219 -0.510 1.355
O -1.430 -0.620 0.395
C -4.339 -0.735 2.513
C -3.936 0.343 3.490
C -5.592 -1.295 2.630
H -7.557 -3.725 1.257
H -8.162 -2.111 1.635
H -7.603 -3.156 2.932
H -5.502 -3.521 0.094
H -3.276 -3.858 -0.596
H -1.988 -2.679 -0.332
H -3.291 -2.329 -1.460
H -1.933 0.186 2.142
H -3.718 1.288 2.989
H -3.054 0.060 4.068
H -4.743 0.523 4.196
H -6.252 -0.956 3.421
Br 0.177 5.544 0.954
C 1.917 5.310 0.377
C 4.602 3.613 1.597
C 5.698 4.064 1.435
C 3.549 -0.116 0.752
N 2.457 0.338 0.321
C 1.564 1.342 0.149
H 2.509 5.846 1.142
H 6.680 4.449 1.296
H 3.692 -1.163 0.439
H 1.908 1.993 -0.651

---

No. 2
113
Properties=species:S:1:pos:R:3 method="wB97M-V/def2-TZVPD" orbital_gap_ha=0.22982 e_tot_ev=-146775.149 lumo_energy_ev=-4.79 total_charge=+1
C -6.121 0.159 1.641
C -4.821 0.520 0.654
C -5.084 0.401 -0.989
C -3.849 0.718 -2.044
C -2.394 1.197 -1.426
C -2.128 1.326 0.201
C -0.669 1.822 0.818
N -0.077 0.804 1.816
C 0.555 -0.300 1.228
N 1.245 -1.396 1.984
C 2.506 -1.016 2.687
C 3.529 -0.004 1.925
C 4.653 -0.776 0.956
C 5.760 0.352 0.412
O 5.099 1.549 -0.151
C 5.479 1.758 -1.567
O 6.722 2.216 -1.872
N 0.566 -0.463 -0.309
C -0.499 -1.559 -0.531
O 1.729 -0.985 -0.732
C 1.686 -1.391 -2.145
C 3.215 -1.247 -2.810
C 3.106 -0.492 -4.263
O 3.880 -2.587 -2.928
C -0.161 0.986 3.314
F -0.511 -0.225 4.091
F 1.132 1.632 3.756
F -1.212 1.999 3.714
C -3.343 0.999 1.256
H -6.079 0.792 2.648
H -7.089 0.553 1.069
H -6.169 -1.002 1.857
H -6.150 0.081 -1.353
H -3.950 0.665 -3.223
H -1.481 1.442 -2.148
H -0.905 2.869 1.342
H 0.114 2.109 -0.037
H 1.285 -2.307 1.479
H 3.116 -2.030 2.858
H 2.205 -0.681 3.793
H 3.049 0.890 1.347
H 4.197 0.496 2.781
H 4.166 -1.396 0.093
H 5.227 -1.560 1.650
H 6.562 -0.129 -0.300
H 6.359 0.716 1.378
H 4.639 1.561 -2.382
H -1.351 -1.416 0.293
H -1.054 -1.431 -1.568
H -0.068 -2.644 -0.374
H 0.950 -0.754 -2.798
H 1.414 -2.542 -2.302
H 3.872 -0.609 -2.081
H 2.350 0.411 -4.182
H 2.745 -1.207 -5.120
H 4.153 -0.014 -4.576
H 4.883 -2.409 -3.004
H -3.248 1.091 2.429
C -10.328 1.130 -2.268
C -11.473 1.025 -1.264
O -11.063 0.025 -0.334
S -9.440 0.073 -0.186
O -9.117 0.851 0.989
O -8.920 -1.255 -0.417
O -9.134 0.986 -1.501
H -10.366 0.313 -2.996
H -10.329 2.087 -2.797
H -12.418 0.748 -1.737
H -11.603 1.964 -0.715
C 6.958 3.926 -4.811
C 7.496 2.499 -4.866
O 6.958 1.942 -6.063
S 6.799 3.126 -7.174
O 7.953 3.085 -8.045
O 5.441 3.114 -7.664
O 6.974 4.391 -6.160
H 5.922 3.943 -4.458
H 7.568 4.574 -4.177
H 7.198 1.907 -3.997
H 8.588 2.493 -4.952
C -2.285 -2.561 6.036
C -2.691 -1.466 7.019
O -3.767 -2.021 7.772
S -3.541 -3.630 7.913
O -2.925 -3.888 9.196
O -4.740 -4.301 7.467
O -2.399 -3.785 6.760
H -2.974 -2.603 5.186
H -1.264 -2.429 5.668
H -3.005 -0.550 6.514
H -1.875 -1.238 7.713
C -2.489 4.887 3.240
C -3.014 5.924 4.230
O -3.806 6.816 3.450
S -4.491 5.985 2.225
O -5.837 5.632 2.617
O -4.183 6.660 0.986
O -3.563 4.648 2.332
H -1.641 5.280 2.669
H -2.194 3.957 3.734
H -2.209 6.463 4.734
H -3.665 5.460 4.978
C 4.882 -6.904 -4.087
C 6.200 -7.528 -3.635
O 6.786 -6.568 -2.759
S 5.597 -5.766 -1.981
O 5.416 -6.376 -0.682
O 5.808 -4.348 -2.162
O 4.364 -6.234 -2.939
H 5.046 -6.159 -4.871
H 4.171 -7.655 -4.443
H 6.867 -7.743 -4.473
H 6.026 -8.445 -3.063

---

No. 3
89
Properties=species:S:1:pos:R:3 method="wB97M-V/def2-TZVPD" s_squared=0.753 multiplicity=2 orbital_gap_ha="0.21753 / 0.22669" e_tot_ev=-135396.427 lumo_energy_ev="1.97 / 1.97" total_charge=-1
Na 0.128 -0.069 -0.259
O 0.236 -1.945 0.885
C -0.850 -2.401 1.356
C -0.834 -3.253 2.512
C -1.969 -3.721 3.120
C -3.239 -3.385 2.640
C -3.304 -2.582 1.522
C -2.171 -2.119 0.834
C -2.496 -1.343 -0.358
N -1.803 -1.171 -1.415
C -2.376 -0.344 -2.458
C -1.382 0.740 -2.888
N -0.978 1.457 -1.714
C -1.359 2.661 -1.555
C -1.250 3.438 -0.344
C -1.812 4.723 -0.378
C -1.927 5.516 0.741
C -1.490 4.981 1.962
C -0.931 3.733 2.039
C -0.726 2.898 0.889
O -0.132 1.781 0.993
H 0.148 -3.495 2.904
H -1.874 -4.351 4.000
H -4.137 -3.733 3.132
H -4.279 -2.298 1.134
H -3.498 -0.886 -0.305
H -2.608 -0.979 -3.324
H -3.311 0.134 -2.129
H -0.501 0.251 -3.313
H -1.829 1.384 -3.664
H -1.886 3.177 -2.377
H -2.184 5.086 -1.332
H -2.365 6.504 0.687
H -1.592 5.566 2.872
H -0.599 3.338 2.990
O 1.339 -1.270 -1.928
S 0.763 -2.644 -2.050
C 2.170 -3.716 -2.449
C 2.565 -3.361 -3.874
C 1.252 -3.410 -4.652
C 0.179 -2.742 -3.783
H 1.806 -4.747 -2.380
H 2.930 -3.566 -1.688
H 3.314 -4.043 -4.279
H 2.984 -2.352 -3.885
H 0.982 -4.456 -4.824
H 1.322 -2.931 -5.630
H -0.783 -3.254 -3.806
H 0.014 -1.698 -4.044
C 2.539 3.012 -1.533
Si 3.736 1.801 -0.728
C 5.297 2.746 -0.185
C 4.269 0.511 -2.000
Ge 2.745 0.805 1.186
Si 2.726 2.344 2.989
C 2.456 4.121 2.406
C 4.408 2.344 3.878
C 1.427 1.815 4.252
Si 3.907 -1.129 1.899
C 5.779 -0.810 2.016
C 3.650 -2.520 0.665
C 3.269 -1.674 3.590
H 3.042 3.538 -2.352
H 2.163 3.752 -0.825
H 1.673 2.485 -1.940
H 5.797 3.157 -1.069
H 6.006 2.092 0.327
H 5.059 3.579 0.478
H 4.457 0.992 -2.965
H 3.497 -0.247 -2.137
H 5.196 0.022 -1.688
H 3.401 4.529 2.035
H 2.138 4.743 3.249
H 1.702 4.218 1.625
H 5.227 2.597 3.202
H 4.635 1.387 4.351
H 4.382 3.104 4.668
H 0.559 1.379 3.757
H 1.093 2.666 4.852
H 1.844 1.070 4.934
H 6.210 -0.667 1.022
H 6.257 -1.693 2.456
H 6.039 0.054 2.627
H 3.893 -2.162 -0.337
H 2.598 -2.816 0.683
H 4.288 -3.379 0.896
H 3.485 -0.943 4.372
H 3.725 -2.624 3.885
H 2.187 -1.813 3.543

---

No. 4
99
Properties=species:S:1:pos:R:3 method="wB97M-V/def2-TZVPD" orbital_gap_ha=0.15234 e_tot_ev=-121000.570 lumo_energy_ev=1.53 total_charge=-1
Pb -14.354 16.931 9.410
C -16.961 15.935 11.768
C -15.699 16.391 12.514
C -15.620 15.878 13.989
O -14.541 16.067 11.810
H -17.863 16.206 12.333
H -17.031 14.845 11.749
H -17.060 16.367 10.773
H -15.726 17.491 12.579
H -15.568 14.803 14.134
H -16.342 16.402 14.625
H -14.702 16.387 14.306
C -16.949 14.893 4.109
C -16.156 13.725 3.952
C -15.090 13.438 5.085
O -14.385 12.436 5.016
C -15.175 14.254 6.285
C -15.943 15.393 6.353
C -16.886 15.711 5.227
O -17.838 16.537 5.402
O -15.720 16.204 7.333
O -16.244 12.952 2.992
H -17.771 14.953 3.410
H -14.599 13.950 7.149
C -11.942 21.509 6.415
C -11.210 20.203 6.737
C -10.946 20.255 8.219
S -12.684 20.517 8.854
O -12.620 21.270 10.090
O -13.317 19.192 8.774
C -13.153 21.525 7.359
H -12.279 21.566 5.378
H -11.380 22.438 6.514
H -10.317 20.173 6.108
H -11.757 19.276 6.542
H -10.472 21.225 8.384
H -10.540 19.386 8.729
H -13.376 22.486 7.820
H -14.054 21.040 6.988
C -11.720 17.983 13.490
C -11.047 16.652 13.749
C -10.942 15.880 12.403
S -10.794 17.251 11.174
O -11.985 17.283 10.348
O -9.456 17.337 10.577
C -10.991 18.610 12.307
H -11.681 18.485 14.458
H -12.748 17.830 13.146
H -11.572 16.095 14.523
H -10.021 16.855 14.068
H -11.853 15.299 12.272
H -10.043 15.277 12.490
H -11.475 19.474 11.856
H -9.983 18.913 12.602
C -10.976 15.838 4.256
C -10.008 16.694 5.080
C -10.004 16.017 6.450
S -11.763 15.509 6.658
O -12.395 16.472 7.562
O -11.854 14.096 6.924
C -12.347 15.887 4.917
H -10.505 14.862 4.115
H -10.856 16.201 3.228
H -10.244 17.755 5.154
H -8.998 16.579 4.679
H -9.542 16.595 7.249
H -9.507 15.044 6.440
H -12.693 16.915 4.917
H -13.011 15.038 4.775
C -13.430 11.328 11.384
C -13.787 10.792 9.987
C -13.863 11.980 9.002
S -12.900 13.338 9.841
O -13.452 14.609 9.423
O -11.465 13.089 9.751
C -13.429 12.831 11.485
H -12.415 10.983 11.616
H -13.921 10.804 12.208
H -14.838 10.507 10.020
H -13.058 10.031 9.738
H -14.847 12.419 8.835
H -13.439 11.988 7.994
H -14.418 13.288 11.592
H -12.827 13.280 12.271
C -17.628 20.629 12.688
C -16.146 20.601 13.051
C -15.226 20.867 11.900
S -16.087 20.193 10.462
O -15.843 18.765 10.373
O -15.922 21.005 9.281
C -17.777 20.315 11.197
H -18.028 21.638 12.773
H -18.242 19.942 13.266
H -15.883 19.648 13.516
H -15.955 21.358 13.816
H -14.207 20.494 11.941
H -15.163 21.929 11.644
H -18.345 19.498 10.757
H -18.207 21.204 10.731